{
  "formula": "C43H76F3IN6O12S",
  "method": "the ωB97M-V functional and the def2-TZVPD basis",
  "elements": ["C", "C", "C", "I", "C", "C", "C", "C", "C", "C", "C", "O", "C", "C", "O", "O", "S", "O", "O", "O", "C", "C", "C", "C", "F", "C", "F", "F", "C", "C", "C", "C", "C", "C", "C", "C", "H", "H", "H", "H", "H", "H", "H", "H", "H", "H", "H", "H", "H", "H", "H", "H", "H", "H", "H", "H", "H", "H", "H", "H", "H", "H", "H", "H", "H", "H", "H", "H", "H", "H", "C", "N", "C", "C", "O", "H", "H", "H", "H", "H", "H", "H", "C", "N", "C", "C", "O", "H", "H", "H", "H", "H", "H", "H", "C", "N", "C", "C", "O", "H", "H", "H", "H", "H", "H", "H", "C", "N", "C", "C", "O", "H", "H", "H", "H", "H", "H", "H", "C", "N", "C", "C", "O", "H", "H", "H", "H", "H", "H", "H", "C", "N", "C", "C", "O", "H", "H", "H", "H", "H", "H", "H"],
  "positions_angstrom": [[4.270371, 1.522203, -0.689003], [2.780470, 2.187244, -0.930254], [1.522838, 1.216093, -0.549609], [2.260194, -0.336262, 0.875507], [0.162733, 1.965683, -0.044218], [-1.054494, 1.152230, -0.850364], [-1.397251, -0.316014, -0.198726], [-2.669525, -1.090412, -0.917935], [-4.048496, -0.207770, -0.987468], [-4.738967, 0.124622, 0.461283], [-5.234989, 1.720017, 0.441357], [-5.337643, 2.295185, 1.804269], [-6.673159, 2.860164, 2.051014], [-7.240765, 4.119028, 1.152499], [-7.379279, 2.320699, 3.080044], [0.148217, 1.595805, 1.410748], [0.871741, 2.811278, 2.423282], [2.353667, 2.551334, 2.877135], [-0.107104, 2.924054, 3.615116], [0.895561, 4.001764, 1.204080], [0.061972, 3.596876, 0.022593], [-1.441324, 4.071890, 0.582280], [-1.472797, 5.609284, 1.146147], [-1.365145, 5.763567, 2.773175], [0.011147, 5.901181, 3.368034], [-2.628327, 5.806762, 3.567579], [-3.742949, 6.645000, 2.986984], [-2.728464, 5.101570, 4.866092], [0.343166, 4.516530, -1.300062], [0.218761, 3.748927, -2.740194], [-1.236662, 3.928165, -3.495460], [-2.527646, 4.758954, -2.922331], [-3.982529, 4.874304, -3.736265], [-4.159784, 4.172022, -5.217707], [-2.857396, 3.375836, -5.830912], [-1.418650, 3.219895, -4.998744], [4.619515, 1.580450, 0.450939], [5.034337, 2.235259, -1.266448], [4.411478, 0.459882, -1.162820], [2.712002, 2.400692, -2.101936], [2.792095, 3.234306, -0.411038], [1.272674, 0.592302, -1.536313], [-2.080805, 1.761989, -0.834725], [-0.808555, 1.023314, -2.010821], [-0.486269, -1.085309, -0.266746], [-1.706175, -0.184353, 0.938827], [-2.359405, -1.356745, -2.020996], [-2.927364, -2.072066, -0.293022], [-4.825932, -0.846798, -1.623983], [-3.902223, 0.802132, -1.603711], [-5.751854, -0.501597, 0.544611], [-4.008353, -0.116508, 1.343206], [-6.286707, 1.803722, -0.114605], [-4.435100, 2.371637, -0.139085], [-8.320218, 3.846828, 0.764735], [-6.577686, 4.266163, 0.174247], [-7.204630, 5.103509, 1.791536], [-1.799766, 3.372868, 1.481120], [-2.209233, 3.868844, -0.289861], [-2.507494, 6.075468, 0.792135], [-0.633727, 6.269144, 0.654999], [1.476060, 4.884523, -1.216345], [-0.298396, 5.497465, -1.376481], [0.495859, 2.612830, -2.733526], [1.014586, 4.270174, -3.462160], [-2.480565, 5.317211, -1.895148], [-4.871802, 5.468708, -3.221555], [-5.196718, 4.278158, -5.756536], [-2.993967, 2.905562, -6.919654], [-0.557444, 2.627423, -5.534372], [2.079871, -6.124679, -1.449209], [1.608246, -4.839236, -1.905634], [1.647988, -3.646363, -1.240321], [2.250879, -3.639334, 0.138140], [1.202745, -2.630221, -1.766130], [2.838292, -6.479059, -2.152578], [1.234337, -6.817848, -1.449341], [2.509956, -6.080688, -0.447033], [1.190711, -4.775254, -2.826960], [2.217604, -2.627065, 0.550077], [1.681386, -4.300251, 0.797476], [3.295366, -3.959330, 0.089817], [2.146751, 5.031391, 5.324127], [3.528868, 5.072541, 5.737861], [4.219937, 6.133989, 6.250617], [3.477302, 7.431963, 6.416256], [5.402184, 6.011453, 6.558089], [1.636147, 4.267060, 5.916240], [2.115215, 4.751531, 4.267673], [1.641153, 5.989269, 5.458682], [4.085866, 4.230123, 5.652084], [4.146707, 8.189256, 6.833261], [3.119647, 7.783465, 5.444460], [2.637604, 7.295947, 7.103345], [-0.609766, -10.068077, -4.470821], [0.677414, -9.708152, -3.926082], [1.460164, -8.638806, -4.259201], [0.945017, -7.704238, -5.319808], [2.540127, -8.465769, -3.701528], [-1.333400, -10.087861, -3.651384], [-0.528478, -11.067848, -4.905862], [-0.950564, -9.368425, -5.236072], [1.081327, -10.297140, -3.206902], [1.667027, -6.899927, -5.484952], [0.809227, -8.245940, -6.260010], [-0.000714, -7.259829, -4.997663], [3.940556, -9.985479, 2.760998], [2.988080, -9.214577, 1.998360], [2.785957, -9.230302, 0.647040], [3.645391, -10.153323, -0.173379], [1.929735, -8.510038, 0.141703], [3.388208, -10.587725, 3.487445], [4.595724, -9.289422, 3.291726], [4.545226, -10.642471, 2.133304], [2.378057, -8.572770, 2.491543], [3.378318, -10.064105, -1.229883], [4.698611, -9.882413, -0.058515], [3.483519, -11.188821, 0.138432], [2.679535, 10.566711, 10.814737], [2.856857, 10.550001, 9.382467], [4.001887, 10.295004, 8.681718], [5.246346, 9.991173, 9.470825], [3.993478, 10.318160, 7.454259], [1.920529, 9.823286, 11.073085], [2.325638, 11.560233, 11.102977], [3.602083, 10.342295, 11.353075], [2.056524, 10.746885, 8.792572], [6.080562, 9.808426, 8.788056], [5.500800, 10.842604, 10.108146], [5.093142, 9.094791, 10.078043], [-3.909766, -9.946214, -8.440288], [-2.622586, -9.586290, -7.895549], [-1.839836, -8.516943, -8.228668], [-2.354983, -7.582376, -9.289275], [-0.759873, -8.343906, -7.670995], [-4.633400, -9.965998, -7.620851], [-3.828478, -10.945986, -8.875329], [-4.250564, -9.246563, -9.205539], [-2.218673, -10.175277, -7.176368], [-1.632973, -6.778065, -9.454419], [-2.490773, -8.124077, -10.229477], [-3.300714, -7.137966, -8.967130]],
  "atomic_forces_ev_per_a": [[0.93, 1.33, -0.39], [0.99, -0.05, -0.89], [0.86, 0.71, -2.05], [-0.58, 1.43, -0.57], [0.48, -1.63, -0.03], [-1.49, 0.13, 0.10], [-0.32, -0.87, 0.45], [-0.13, 0.65, 0.01], [-0.54, -0.27, -0.69], [-0.98, 0.53, -0.63], [0.50, -0.23, -0.90], [-3.38, 0.77, -0.89], [-2.57, -3.02, 5.02], [0.66, -0.79, -0.68], [4.61, 3.88, -6.90], [0.24, 2.88, 0.54], [1.18, -1.73, 3.10], [-6.00, 1.18, -2.56], [3.29, 0.19, -4.98], [0.13, -1.87, 0.56], [-2.75, 0.88, 0.74], [-0.54, -1.44, 0.33], [0.11, 1.18, -0.15], [-2.35, 0.71, 1.00], [-4.50, -1.24, -1.56], [3.42, -0.26, -1.16], [3.02, -3.64, 2.36], [-0.35, 3.41, -4.12], [1.94, -0.07, -0.31], [-0.29, 0.70, -1.15], [-3.48, 0.04, -2.40], [-0.53, -1.63, -3.16], [3.19, -2.15, -1.83], [3.94, 0.13, 3.08], [0.05, 1.43, 3.05], [-3.70, 2.24, 1.21], [-1.04, -0.42, -2.58], [-1.62, -1.46, 1.16], [-0.49, 2.04, 1.15], [0.06, -0.41, 2.47], [-0.27, -2.14, -0.69], [0.56, 1.24, 2.38], [2.35, -1.12, 0.12], [-0.21, 0.38, 2.65], [-1.86, 1.94, 0.17], [0.92, -0.12, -2.33], [-0.65, 0.30, 2.20], [0.79, 2.05, -1.47], [1.66, 1.39, 1.31], [-0.14, -2.15, 1.31], [2.46, 1.19, 0.14], [-1.54, 0.68, -1.60], [2.36, -0.24, 1.10], [-1.61, -1.33, 1.06], [2.14, 0.65, 1.19], [-1.25, -0.33, 2.29], [-0.21, -2.14, -1.19], [0.92, 1.37, -1.96], [1.46, 0.82, 1.76], [2.15, -0.92, 1.13], [-1.56, -1.34, 1.02], [-2.48, -0.81, -0.17], [1.09, -2.13, 0.55], [-0.60, 2.20, 0.22], [-1.77, -1.14, 1.55], [0.00, -1.24, -2.22], [2.17, -1.42, -1.28], [2.45, -0.36, 1.02], [0.55, 1.07, 2.76], [-1.84, 1.34, 1.34], [-0.08, -0.25, -0.41], [-0.04, 1.22, 0.40], [-0.21, -0.36, -0.67], [0.05, -0.12, 0.24], [-0.04, 0.12, 0.11], [-0.09, -0.27, 0.23], [0.38, -0.12, 0.16], [-0.24, 0.08, -0.25], [0.14, -0.02, 0.24], [-0.09, -0.89, -0.42], [0.21, -0.09, -0.03], [-0.12, -0.13, 0.13], [0.08, -0.39, -0.13], [0.57, 0.53, 0.35], [0.41, -0.52, -0.03], [0.23, 0.15, 0.12], [-0.37, 0.09, -0.05], [-0.26, 0.10, -0.22], [-0.28, 0.07, 0.18], [0.23, -0.18, 0.01], [-0.19, 0.20, -0.02], [-0.14, -0.32, -0.22], [-0.14, 0.02, 0.17], [-0.08, 0.08, -0.18], [0.04, -0.25, 0.32], [0.48, 0.42, -0.08], [0.51, 0.03, 0.40], [0.26, 0.05, -0.04], [-0.35, -0.19, -0.21], [-0.20, -0.07, -0.21], [-0.28, 0.02, -0.10], [0.24, -0.04, 0.13], [-0.15, 0.18, -0.16], [-0.05, -0.24, 0.19], [-0.19, 0.25, 0.25], [-0.04, -0.11, -0.24], [-0.17, 0.22, 0.35], [-0.21, 0.10, -0.71], [-0.56, 0.50, 0.05], [0.00, -0.08, -0.28], [0.38, -0.51, 0.34], [0.30, -0.11, 0.05], [0.14, -0.29, 0.07], [-0.20, 0.20, 0.06], [0.17, -0.18, -0.11], [-0.02, 0.16, 0.25], [-0.06, -0.20, 0.01], [0.20, 0.05, 0.02], [-0.42, 0.09, -0.11], [0.52, -0.13, -0.48], [-0.33, 0.16, -0.71], [0.26, -0.06, -0.05], [0.03, 0.14, 0.67], [0.10, 0.09, 0.30], [0.04, -0.13, 0.29], [-0.17, 0.04, -0.23], [0.21, -0.05, 0.17], [-0.31, 0.05, 0.05], [-0.01, -0.18, 0.09], [0.09, 0.15, 0.08], [-0.01, -0.36, 0.28], [0.58, 0.62, -0.09], [0.38, -0.29, 0.43], [0.09, 0.22, -0.12], [-0.61, -0.10, -0.40], [-0.19, -0.04, -0.26], [-0.29, 0.09, -0.09], [0.17, -0.11, 0.20], [-0.13, 0.11, -0.22], [-0.09, -0.27, 0.15], [-0.15, 0.12, 0.07], [0.01, -0.08, -0.19]],
  "e_lumo_ha": -0.0134,
  "homo_lumo_gap_ev": 8.13,
  "energy_ha": -3910.1793,
  "smiles": "CC[C@@H](I)[C@@]1(CCCCCCOC(C)=O)OS(=O)(=O)O[C@@]1(CCC(F)=C(F)F)CCc1ccccc1.CNC(C)=O.CNC(C)=O.CNC(C)=O.CNC(C)=O.CNC(C)=O.CNC(C)=O"
}